A molecular structure, C27H62FGaNO9P2S, computed with ωB97M-V/def2-TZVPD.

```
! RIJCOSX wB97M-V def2-TZVPD def2/J DEFGRID3
* xyz -1 1
C 7.40794 -1.20772 4.89997
C 8.32131 -0.05506 4.48649
C 8.27959 0.31313 2.98562
C 8.26493 -0.87571 2.00785
C 7.21620 -0.78113 0.87039
C 5.78742 -0.46743 1.30682
C 5.03729 -1.67466 1.93128
C 3.66685 -1.88691 1.27127
C 2.68316 -0.72536 1.56621
C 1.62547 -1.06085 2.63745
Ga -0.15962 -0.14243 2.31921
S -0.70857 -0.03263 0.07896
C 0.04893 1.80254 2.98514
C 1.03157 2.62999 2.15833
F 0.39821 1.83815 4.36026
N -1.61975 -0.93968 3.37929
C -2.84486 -0.11892 3.06179
C -1.88313 -2.22664 2.91589
C -2.89828 -3.03537 3.72683
O -1.36740 -2.72856 1.92257
H 6.47310 -1.25002 4.34646
H 7.24610 -1.23100 5.97762
H 7.92851 -2.14668 4.68042
H 7.97529 0.83318 5.02784
H 9.35283 -0.19676 4.81618
H 7.46840 1.02253 2.83022
H 9.20160 0.86768 2.78679
H 8.14824 -1.84704 2.48926
H 9.23749 -0.90430 1.50778
H 7.58118 -0.11478 0.08492
H 7.18048 -1.77797 0.41467
H 5.70098 0.38395 1.98244
H 5.23119 -0.18677 0.40655
H 4.83092 -1.46130 2.98338
H 5.66525 -2.56668 1.84774
H 3.81069 -2.03924 0.19710
H 3.23204 -2.79380 1.69920
H 3.24618 0.17737 1.82330
H 2.19491 -0.48947 0.61458
H 1.42961 -2.13554 2.60060
H 2.00500 -0.74577 3.61257
H -0.92789 1.26780 -0.18636
H -0.95448 2.24266 2.91077
H 1.14698 2.26740 1.13815
H 1.97434 2.67863 2.70625
H 0.67489 3.66866 2.10165
H -3.60637 -0.72132 2.56034
H -2.60544 0.69758 2.38089
H -3.26608 0.24968 4.00140
H -3.05585 -4.02338 3.30788
H -2.50414 -3.07417 4.74473
H -3.81879 -2.45469 3.79996
O -5.22659 6.11440 -1.62609
P -5.34145 4.89918 -0.78390
O -6.87810 4.38921 -0.91350
C -7.32723 3.85759 -2.16067
C -6.80862 2.45056 -2.40568
O -5.39361 5.52402 0.72896
C -4.97039 6.85771 0.99160
C -6.15456 7.80283 1.03901
O -4.74566 3.49234 -0.23568
C -3.30766 3.27922 -0.29453
C -2.55168 4.15601 0.68439
H -7.03657 4.52676 -2.97651
H -8.41629 3.84523 -2.11566
H -5.72748 2.44898 -2.55541
H -7.27350 2.02221 -3.29510
H -7.01958 1.80955 -1.55059
H -4.23467 7.18871 0.25843
H -4.47117 6.84781 1.96331
H -6.77212 7.70769 0.14613
H -5.82206 8.83879 1.12824
H -6.79124 7.56699 1.89355
H -2.95689 3.44796 -1.31517
H -3.13720 2.23078 -0.05414
H -2.58583 5.20734 0.38460
H -1.50425 3.85542 0.73180
H -2.98715 4.08669 1.68053
O -1.96858 -2.38118 -4.51345
P -1.02134 -3.51739 -4.42241
O -0.04661 -3.24258 -3.17447
C -0.58544 -3.29689 -1.83751
C -0.82068 -4.72476 -1.38164
O 0.01313 -3.20172 -5.65887
C -0.33094 -2.27792 -6.68506
C 0.27592 -0.91615 -6.41262
O -0.71185 -5.12480 -4.53702
C -1.62501 -5.94672 -5.29153
C -1.56038 -5.67137 -6.78322
H -1.50605 -2.71328 -1.78052
H 0.14276 -2.82275 -1.18384
H -1.62512 -5.19603 -1.95469
H -1.09930 -4.73901 -0.32737
H 0.07711 -5.32736 -1.52383
H -1.41259 -2.20686 -6.80471
H 0.06949 -2.67671 -7.62156
H 0.03129 -0.56841 -5.40948
H -0.07882 -0.18009 -7.13684
H 1.36420 -0.96892 -6.47466
H -2.64198 -5.80123 -4.91798
H -1.34564 -6.98058 -5.09222
H -1.97233 -4.68867 -7.02266
H -2.13526 -6.41768 -7.33370
H -0.52891 -5.68621 -7.13304
*
```

Results
**E_tot**: -133434.000 eV
**F_max**: 6.30 eV/A
**E_HOMO**: -4.880 eV
**HOMO-LUMO gap**: 0.261 Ha

Here are the Löwdin charges for atoms 1 to 99, given in e: -0.11 -0.26 -0.21 -0.20 -0.21 -0.21 -0.21 -0.22 -0.30 -0.23 0.23 0.41 -0.41 -0.13 -0.13 -0.10 -0.14 -0.60 -0.02 0.00 0.05 0.07 0.07 0.10 0.10 0.09 0.10 0.09 0.10 0.10 0.10 0.09 0.11 0.09 0.10 0.10 0.10 0.09 0.06 0.04 0.05 -0.28 0.06 0.05 0.07 0.05 0.07 0.03 0.07 0.07 0.08 0.06 -0.23 0.52 -0.20 -0.29 -0.08 -0.21 -0.31 -0.08 -0.19 -0.25 -0.07 0.11 0.11 0.07 0.08 0.08 0.10 0.12 0.07 0.07 0.07 0.12 0.10 0.07 0.07 0.09 -0.22 0.52 -0.19 -0.27 -0.08 -0.22 -0.32 -0.07 -0.20 -0.27 -0.08 0.10 0.10 0.06 0.07 0.08 0.10 0.11 0.08 0.07 0.07